[1]
Computed, not measured: C8H8N2O in the gas phase at a distorted geometry, with ωB97M-V with the def2-TZVPD basis set.

Geometry as XYZ:
```
19
Properties=species:S:1:pos:R:3:lowdin_charge:R:1
O -1.21 1.78 -1.43 -0.12
N 2.43 -0.04 1.26 0.08
N 2.59 -1.34 1.54 -0.06
C 0.56 1.01 -0.04 0.05
C -0.39 -1.57 -0.43 -0.08
C 1.24 -0.12 0.45 -0.21
C -2.19 2.39 -0.67 -0.08
C 0.77 -1.48 0.35 -0.19
C -0.52 0.70 -0.85 -0.30
C 1.66 -2.23 1.03 -0.02
C -1.05 -0.55 -0.99 -0.06
H -0.67 -2.71 -0.71 0.16
H -2.13 -0.82 -1.54 0.19
H 3.45 -1.76 2.08 0.21
H 1.70 -3.13 1.33 0.05
H -2.74 1.77 -0.31 -0.01
H -1.82 2.88 0.16 0.08
H -2.66 3.04 -1.41 0.12
H 0.97 2.17 0.16 0.20
```

Calculated values
Energy above the lowest of the compared OMol25 structures with the same formula, charge and spin ... 122.5 kcal/mol
HOMO level ... -7.999 eV
Orbital gap ... 8.62 eV
Net charge ... 0
SMILES string ... COc1ccc2c[nH]nc2c1

---

[2]
Computed, not measured: 5 unconnected molecules or ions with the total composition C2H13NO5 at a distorted geometry, with ωB97M-V with the def2-TZVPD basis set.

Geometry as XYZ:
```
21
Properties=species:S:1:pos:R:3:lowdin_charge:R:1
O 0.47 -1.57 1.68 0.01
O -0.96 2.83 0.07 -0.08
O -0.68 -2.48 -0.55 -0.07
O 0.49 -0.64 -2.41 -0.01
O 0.55 1.40 -1.71 -0.11
N -0.77 -0.02 0.63 0.17
C 1.03 0.70 2.12 0.01
C 0.18 -0.40 1.53 -0.56
H 0.46 1.72 -2.61 0.06
H 1.08 1.50 1.37 0.07
H -1.34 -0.81 0.37 0.09
H -0.93 -3.35 -0.84 0.04
H 0.69 1.12 3.06 0.08
H 2.01 0.24 2.25 0.08
H -0.27 2.63 -0.60 0.01
H 1.34 -0.98 -2.73 0.10
H -0.08 -1.36 -2.07 0.06
H -0.40 -2.43 0.39 0.02
H -1.58 3.45 -0.31 0.04
H 0.30 0.46 -1.71 -0.09
H -1.02 0.95 0.45 0.07
```

Calculated values
Energy above the lowest of the compared OMol25 structures with the same formula, charge and spin ... 20.6 kcal/mol
HOMO level ... -9.873 eV
Orbital gap ... 10.43 eV
Net charge ... 0
SMILES string ... CC(N)=O.O.O.O.O

---

[3]
Computed, not measured: a molecular structure, C20H27F6N10O4S2Zn at a distorted geometry, with ωB97M-V with the def2-TZVPD basis set.

Geometry as XYZ:
```
70
Properties=species:S:1:pos:R:3:lowdin_charge:R:1
Zn -2.57 -1.92 -0.86 0.90
S 0.37 -1.44 -0.11 0.61
S -0.64 0.86 -0.85 0.57
F 0.04 -2.42 2.31 0.14
F -3.06 1.66 -1.60 0.14
F -1.85 3.12 -0.55 0.18
F -2.75 1.47 0.54 0.13
F -0.10 -0.27 2.27 0.13
F 1.83 -1.24 2.03 0.15
O 0.05 -2.84 -0.31 -0.31
O -0.28 0.94 -2.22 -0.27
O 0.26 1.42 0.09 -0.25
O 1.57 -0.96 -0.68 -0.24
N 4.68 -2.75 -1.11 0.13
N -1.34 -2.26 5.42 0.15
N 5.61 2.41 -3.41 0.14
N -0.94 4.53 -5.16 0.13
N -2.88 -1.09 -2.66 0.15
N -1.06 -0.67 -0.50 -0.40
N -2.63 -2.25 1.13 0.16
N -6.25 1.52 5.15 0.13
N -0.83 0.95 -5.47 0.16
N 4.62 -1.07 3.52 0.14
C -3.35 -0.72 -3.65 -0.12
C 3.62 -4.01 0.91 -0.06
C 4.26 -3.30 -0.19 -0.28
C 4.14 1.29 2.53 -0.05
C -0.37 -1.65 5.42 -0.26
C -3.76 -2.22 3.44 -0.02
C 0.95 -0.85 -4.82 -0.04
C -2.19 1.84 -0.60 -0.68
C 4.40 -0.02 3.13 -0.29
C 0.54 -1.32 1.78 -0.67
C 0.85 -0.87 5.42 -0.05
C -3.98 -0.21 -4.85 0.01
C -5.38 1.93 4.51 -0.29
C -0.12 4.10 -4.47 -0.29
C -3.13 -2.23 2.16 -0.14
C 3.59 1.18 -2.36 -0.07
C 4.73 1.86 -2.95 -0.28
C 0.90 3.61 -3.55 -0.07
C -4.28 2.43 3.70 -0.07
C -0.02 0.18 -5.21 -0.26
H 0.94 -0.95 -3.74 0.06
H -3.20 0.14 -5.53 0.08
H 3.71 1.99 3.23 0.08
H 5.09 1.68 2.19 0.09
H 4.20 -3.78 1.81 0.08
H 3.53 -5.08 0.82 0.09
H -4.56 3.40 3.28 0.09
H -3.47 -1.43 4.12 0.09
H 0.83 -0.12 4.64 0.07
H -3.34 2.47 4.24 0.08
H -4.69 0.56 -4.52 0.12
H 1.81 4.19 -3.70 0.09
H 1.15 2.58 -3.80 0.04
H 3.44 1.11 1.71 0.07
H -4.15 1.77 2.84 0.06
H -4.84 -2.15 3.28 0.12
H -3.55 -3.17 3.93 0.11
H 0.72 -1.76 -5.38 0.09
H 1.94 -0.51 -5.13 0.09
H 0.49 3.72 -2.55 0.07
H 1.02 -0.36 6.37 0.09
H 1.70 -1.53 5.28 0.09
H -4.54 -1.01 -5.32 0.11
H 3.52 1.55 -1.33 0.08
H 3.68 0.10 -2.26 0.07
H 2.65 1.39 -2.85 0.04
H 2.66 -3.52 1.05 0.05
```

Calculated values
Energy above the lowest of the compared OMol25 structures with the same formula, charge and spin ... 0.7 kcal/mol
HOMO level ... -13.163 eV
Orbital gap ... 7.98 eV
Net charge ... +1

---

[4]
Computed, not measured: a molecular structure, C25H43NO7PTl, with ωB97M-V with the def2-TZVPD basis set.

Geometry as XYZ:
```
78
Properties=species:S:1:pos:R:3:lowdin_charge:R:1
Tl 2.41 -1.50 -0.64 0.93
P -0.32 1.27 -0.44 1.11
O 4.79 -1.62 0.82 -0.18
O 1.11 -3.53 -1.48 -0.22
O -0.61 -1.04 3.11 -0.09
O 5.40 -2.95 -1.41 -0.11
O 0.95 -1.38 1.53 -0.25
O 5.64 -2.55 2.69 -0.04
O 0.26 -5.52 -0.90 -0.04
N 3.11 -3.84 0.44 -0.22
C 0.19 5.74 -1.26 -0.21
C -1.49 3.88 -1.10 -0.22
C -2.86 1.71 1.05 -0.20
C -3.47 1.34 2.42 -0.19
C 1.16 4.59 -0.94 -0.20
C -2.07 -2.41 -1.37 -0.17
C 5.35 -4.17 -0.71 -0.26
C 0.42 -1.57 2.66 -0.59
C -2.81 -1.99 -2.64 -0.20
C 0.99 -4.54 -0.72 -0.71
C -1.61 2.84 3.21 -0.20
C 1.81 -4.49 0.59 -0.14
C -1.35 1.47 1.08 -0.46
C -1.65 -1.20 -0.52 -0.20
C -0.51 2.78 -1.55 -0.43
C -0.66 2.44 2.06 -0.21
C 0.89 3.40 -1.84 -0.23
C 3.72 -3.57 1.74 -0.12
C -2.51 1.66 3.58 -0.20
C -1.16 5.21 -1.77 -0.21
C -2.48 0.46 -2.25 -0.22
C -1.26 -0.02 -1.42 -0.44
C 3.94 -4.67 -0.43 -0.17
C -3.52 -0.66 -2.44 -0.22
C 4.83 -2.49 1.75 -0.69
H -0.51 -0.40 -2.11 0.10
H 5.83 -4.92 -1.34 0.11
H -2.51 3.57 -1.32 0.10
H 4.04 -5.68 0.02 0.13
H -3.70 0.27 2.43 0.11
H 0.95 3.72 -2.89 0.11
H 2.19 4.93 -1.04 0.10
H 1.04 4.28 0.10 0.10
H 3.41 -4.78 -1.38 0.12
H 0.02 6.35 -0.37 0.10
H -4.17 -0.41 -3.29 0.10
H -1.12 5.06 -2.86 0.11
H -2.22 3.70 2.91 0.10
H -2.47 -0.90 0.13 0.10
H 0.22 1.93 2.46 0.12
H -1.87 0.80 3.77 0.09
H 5.93 -4.11 0.22 0.11
H -2.13 0.78 -3.24 0.10
H -0.82 -1.47 0.14 0.08
H 1.66 2.63 -1.71 0.09
H -0.31 3.34 1.55 0.07
H -3.53 -2.77 -2.94 0.10
H 5.23 -2.27 -0.71 0.02
H 1.91 -5.51 0.97 0.12
H -4.16 -0.72 -1.56 0.11
H -0.88 2.39 -2.50 0.09
H -1.44 4.02 -0.02 0.09
H -1.20 0.47 1.52 0.07
H 2.94 -3.19 2.39 0.11
H -1.02 3.16 4.07 0.10
H -2.10 -1.89 -3.47 0.11
H 0.92 -2.32 3.31 0.11
H 4.13 -4.49 2.19 0.12
H 0.63 6.40 -2.01 0.10
H 1.22 -3.90 1.30 0.10
H -1.95 5.94 -1.59 0.10
H -2.95 1.33 -1.80 0.08
H -3.35 1.12 0.27 0.08
H -4.42 1.88 2.55 0.10
H -1.18 -3.00 -1.62 0.09
H -3.07 1.87 4.49 0.10
H -3.08 2.76 0.83 0.09
H -2.71 -3.06 -0.76 0.11
```

Calculated values
Energy above the lowest of the compared OMol25 structures with the same formula, charge and spin ... 0.0 kcal/mol
HOMO level ... -2.503 eV
Orbital gap ... 6.69 eV
Net charge ... -2

---

[5]
Computed, not measured: 13 unconnected molecules or ions with the total composition C45H114N2O13 at a distorted geometry, with ωB97M-V with the def2-TZVPD basis set.

Geometry as XYZ:
```
174
Properties=species:S:1:pos:R:3:lowdin_spin:R:1
O 1.19 -7.89 -2.11 0.00
O 4.85 0.90 1.92 0.00
O 2.63 0.99 3.59 0.02
O 6.08 -1.35 0.45 0.00
O -3.19 -5.89 0.57 0.01
O -1.42 1.89 7.65 0.04
O -6.54 0.50 -2.87 0.00
O -4.89 6.76 -1.59 0.00
O -1.08 -1.90 4.78 0.24
O -0.06 0.34 2.85 0.04
O 3.05 3.84 -3.25 0.00
O -3.17 6.17 2.10 0.00
O 2.75 1.84 -5.13 0.00
N -0.71 0.08 1.65 0.01
N 1.34 -6.67 -2.87 0.00
C -5.96 -1.08 -1.25 0.01
C -0.67 2.29 6.46 0.02
C -3.22 5.25 -1.30 0.00
C 2.13 -4.43 -3.01 0.00
C 3.37 -6.22 -1.66 0.00
C -4.64 5.41 -1.89 0.00
C 5.77 2.98 2.61 0.00
C -1.73 -4.77 1.97 0.04
C 4.60 0.81 -4.03 0.00
C 4.20 -2.49 -0.70 0.00
C -1.55 0.21 -1.18 0.00
C -4.18 4.57 3.48 0.01
C 1.94 -5.62 -2.13 0.00
C -1.20 2.51 1.19 0.00
C 0.79 2.27 6.77 0.02
C 2.18 4.50 -2.35 0.00
C -4.66 5.10 -3.37 0.00
C 1.36 0.50 0.18 0.00
C 6.03 -3.74 0.56 0.00
C -1.23 3.63 5.96 0.01
C 2.85 4.45 -1.05 0.00
C -3.20 -4.73 1.36 0.03
C 0.55 -5.23 -4.69 0.00
C -6.03 1.47 -0.86 0.00
C -0.64 -0.87 -0.62 0.00
C 5.48 2.34 0.21 0.00
C -3.39 -3.52 0.42 0.01
C 0.94 -3.99 -3.86 0.00
C 0.27 -6.50 -3.84 0.00
C -1.17 -6.34 -3.20 0.00
C 4.87 2.23 1.64 0.00
C 5.15 -2.47 0.52 0.00
C -2.48 0.69 -0.09 0.00
C 1.21 -5.24 -0.86 0.00
C 0.70 -1.81 1.23 0.01
C 3.19 0.61 -4.54 0.00
C -5.73 0.30 -1.81 0.00
C 0.78 3.84 -2.37 0.00
C -2.93 1.02 2.28 0.04
C 0.23 -0.45 0.64 0.00
C -2.78 6.50 4.50 0.00
C 0.27 -7.66 -4.82 0.00
C 2.18 0.31 -3.45 0.00
C -1.76 1.07 1.27 0.00
C -2.97 5.49 3.37 0.00
H -0.21 -7.44 -5.78 0.00
H -0.69 3.97 5.08 0.00
H 2.94 -4.58 -3.73 0.00
H 5.47 -4.67 0.69 0.00
H -2.89 1.65 -0.43 0.00
H 3.97 -5.46 -1.16 0.00
H -0.12 -2.43 1.58 0.01
H -2.41 6.07 5.43 0.00
H 0.03 -1.16 -1.43 0.00
H 6.78 -3.78 1.36 0.00
H -3.16 -0.05 2.35 0.03
H 5.31 3.10 3.59 0.00
H -7.01 -1.39 -1.19 0.00
H 0.94 1.40 -0.27 0.00
H -4.17 4.16 -3.58 0.00
H 3.49 -3.30 -0.53 0.00
H -2.03 4.94 3.31 0.00
H 1.30 -2.30 0.47 0.00
H -2.34 5.66 -1.79 0.00
H 4.73 1.66 -3.35 0.00
H -7.05 1.69 -0.55 0.00
H 2.27 5.18 -0.50 0.00
H -1.00 1.07 -1.56 0.00
H 3.91 4.72 -0.99 0.00
H -3.29 5.57 -0.26 0.00
H -1.32 -1.68 -0.36 0.00
H 1.12 -3.05 -4.39 0.00
H -2.29 3.49 5.73 0.00
H -3.94 -4.65 2.16 0.02
H -5.54 -1.22 -0.26 0.00
H -2.95 4.20 -1.41 0.00
H 2.09 5.47 -2.83 0.00
H 4.08 0.78 2.47 0.00
H -0.85 1.54 5.69 0.02
H -0.95 -4.91 1.22 0.00
H 5.85 3.97 2.16 0.00
H -1.19 -2.84 4.92 0.07
H -1.09 4.37 6.75 0.00
H -0.60 2.79 0.33 0.00
H -0.52 2.70 2.02 0.00
H 1.44 -5.49 -5.26 0.00
H 6.60 -3.66 -0.37 0.00
H 2.48 -0.59 -2.90 0.00
H 6.43 1.81 0.16 0.00
H 1.10 1.31 7.17 0.01
H 2.95 2.53 -4.50 0.00
H -4.10 7.29 -1.66 0.00
H -0.05 -8.62 -4.42 0.00
H 2.41 -3.57 -2.40 0.00
H -2.71 7.01 2.09 0.00
H 4.92 -0.07 -3.47 0.00
H -4.11 5.85 -3.94 0.00
H 1.14 2.98 7.52 0.00
H 0.14 -3.82 -3.13 0.00
H -5.63 5.07 -3.88 0.00
H -1.12 2.39 8.41 0.00
H -1.49 -3.89 2.56 0.02
H 2.19 1.18 -2.79 0.00
H -0.30 -5.07 -5.35 0.00
H 6.79 2.60 2.69 0.00
H 1.39 2.44 5.87 0.00
H 2.67 0.38 4.32 0.01
H 0.77 2.83 -1.97 0.00
H -5.59 -1.81 -1.97 0.00
H -2.98 -2.60 0.85 0.00
H 0.25 -4.78 -1.11 0.00
H 0.50 3.80 -3.43 0.00
H 1.99 0.01 -0.56 0.00
H 3.93 -6.69 -2.47 0.00
H 3.87 2.67 1.63 0.00
H 5.35 0.89 -4.81 0.00
H -3.29 -0.03 -0.02 0.00
H -5.05 5.21 3.68 0.00
H 4.72 -2.62 -1.65 0.00
H -4.11 -6.06 0.38 0.00
H -2.23 -0.18 -1.93 0.00
H -4.67 0.30 -2.08 0.00
H -4.45 -3.42 0.22 0.00
H 0.05 4.47 -1.87 0.00
H 1.78 -4.52 -0.27 0.00
H 5.59 3.37 -0.14 0.00
H -1.40 -7.24 -2.64 0.00
H 4.74 2.03 -0.53 0.00
H -6.15 -0.05 -3.55 0.00
H -2.64 1.37 3.27 0.01
H 1.72 0.96 3.30 0.00
H -4.33 3.95 2.60 0.00
H -2.02 3.23 1.22 0.00
H -3.75 6.89 4.81 0.00
H -2.16 7.37 4.27 0.00
H -5.47 1.42 0.07 0.00
H 3.95 3.88 -2.91 0.00
H 3.35 -6.88 -0.79 0.00
H 0.48 -7.69 -1.49 0.00
H 3.26 -0.17 -5.30 0.00
H -1.57 -5.69 2.54 0.01
H 1.38 -1.74 2.08 0.01
H 1.10 -6.14 -0.25 0.00
H -1.90 -6.22 -4.00 0.00
H 1.16 0.14 -3.77 0.00
H 1.29 -7.89 -5.13 0.00
H -1.87 -1.51 5.16 0.09
H -3.01 -3.74 -0.57 0.00
H -3.70 1.60 1.78 0.00
H 4.58 -2.28 1.43 0.00
H 2.06 0.75 0.98 0.00
H -0.47 -0.31 3.43 0.03
H 2.64 3.46 -0.65 0.00
H -4.19 3.89 4.34 0.00
H 3.63 -1.56 -0.80 0.00
H 5.59 -0.54 0.61 0.00
H -5.59 2.37 -1.29 0.00
H -5.39 4.88 -1.31 0.00
H -1.27 -5.49 -2.53 0.00
```

Calculated values
Spin multiplicity ... 2
HOMO level (alpha / beta) ... 0.073 / -6.256 eV
Orbital gap (alpha / beta) ... 1.79 / 8.09 eV
Net charge ... -1

---

[6]
Computed, not measured: C11H14N2O2 in the gas phase at a distorted geometry, with ωB97M-V with the def2-TZVPD basis set.

Geometry as XYZ:
```
29
Properties=species:S:1:pos:R:3:lowdin_charge:R:1
O -1.80 -0.88 -1.54 0.04
O 3.38 0.31 -0.65 -0.14
N 0.75 -0.78 -0.28 -0.12
N -0.91 -3.74 0.21 0.19
C -2.77 0.72 1.66 0.01
C 1.87 -1.58 0.22 -0.15
C -1.60 -0.56 -0.18 -0.18
C 0.92 0.70 -0.33 -0.08
C -0.39 -1.22 0.43 -0.28
C -2.63 0.27 0.22 -0.21
C -0.57 -2.67 0.36 -0.16
C -3.37 0.56 -0.92 -0.03
C 3.13 -1.12 -0.46 -0.16
C -2.90 -0.25 -1.91 -0.12
C 2.25 0.98 -1.07 -0.21
H -3.41 1.52 1.57 0.06
H 2.02 -1.44 1.29 0.13
H -3.17 -0.33 -3.02 0.15
H -0.43 -0.77 1.44 0.16
H 2.60 1.96 -0.92 0.11
H 2.17 0.65 -2.07 0.11
H -1.92 1.13 1.98 0.04
H 0.01 1.18 -0.80 0.15
H 1.05 1.07 0.68 0.12
H -3.26 0.00 2.22 0.07
H 3.18 -1.49 -1.44 0.10
H 4.11 -1.34 -0.05 0.13
H -4.20 1.25 -0.89 0.11
H 1.83 -2.68 -0.02 0.15
```

Calculated values
Energy above the lowest of the compared OMol25 structures with the same formula, charge and spin ... 63.0 kcal/mol
HOMO level ... -8.786 eV
Orbital gap ... 9.53 eV
Net charge ... 0
SMILES string ... Cc1ccoc1[C@@H](C#N)N1CCOCC1

---

[7]
Computed, not measured: 4 unconnected molecules or ions with the total composition C10H30N6O4 at a distorted geometry, with ωB97M-V with the def2-TZVPD basis set.

Geometry as XYZ:
```
50
Properties=species:S:1:pos:R:3:lowdin_spin:R:1
O 2.14 -0.02 -1.35 0.01
O -0.25 0.62 3.03 0.00
O -1.98 1.55 -2.54 0.02
O 4.18 -3.72 0.29 0.00
N 0.31 1.07 -0.55 0.04
N 1.76 0.21 0.75 0.01
N 0.61 -3.04 -0.59 0.00
N -1.29 1.80 4.63 0.00
N -1.74 -0.32 4.35 0.00
N -2.98 4.53 -0.82 0.62
C 5.22 -2.95 0.86 0.00
C 1.91 -3.59 -0.80 0.00
C 1.47 0.44 -0.47 0.00
C -2.36 0.80 -3.67 0.00
C -2.96 2.62 0.59 0.00
C -1.03 0.70 3.98 0.00
C 3.03 -2.95 0.18 0.00
C 2.39 -3.30 -2.28 0.00
C -2.56 3.15 -0.78 0.11
C -3.02 2.35 -2.02 0.08
H 3.31 -1.92 0.01 0.00
H -3.72 4.83 -0.21 0.02
H -2.94 -0.08 -3.39 0.00
H -2.51 -0.15 4.99 0.00
H 2.42 -2.24 -2.50 0.00
H -3.44 3.08 -2.72 0.00
H -0.93 2.69 4.31 0.00
H 5.13 -3.28 1.90 0.00
H -2.95 4.95 -1.74 0.01
H -2.90 1.41 -4.39 0.00
H -1.71 -1.22 3.89 0.00
H -2.71 3.24 1.45 0.00
H 1.85 -3.90 -3.02 0.00
H -2.11 1.90 5.21 0.00
H 6.22 -3.28 0.58 0.00
H 3.44 -3.57 -2.36 0.00
H -3.82 1.72 -1.64 0.02
H 0.78 -2.07 -0.35 0.00
H 0.16 -2.96 -1.49 0.00
H 2.59 -0.35 0.83 0.00
H -1.60 0.33 -4.29 0.00
H 5.29 -1.87 0.72 0.00
H -2.47 1.66 0.72 0.00
H -1.48 3.14 -0.83 0.05
H 1.84 -4.67 -0.69 0.00
H 2.67 -2.79 1.20 0.00
H -4.04 2.52 0.74 0.00
H -0.08 1.23 -1.47 0.00
H -0.24 1.24 0.28 0.00
H 1.12 0.45 1.49 0.00
```

Calculated values
Spin multiplicity ... 2
Energy above the lowest of the compared OMol25 structures with the same formula, charge and spin ... 19.7 kcal/mol
HOMO level (alpha / beta) ... -10.558 / -10.551 eV
Orbital gap (alpha / beta) ... 7.28 / 1.83 eV
Net charge ... +1

---

[8]
Computed, not measured: C6H10 in the gas phase, with ωB97M-V with the def2-TZVPD basis set.

Geometry as XYZ:
```
16
Properties=species:S:1:pos:R:3:lowdin_charge:R:1
C 0.75 1.59 -0.82 0.13
C 0.44 -0.75 -1.55 -0.07
C -0.77 -0.82 1.33 -0.08
C -0.53 0.48 0.56 -0.35
C -0.29 0.48 -0.97 -0.39
C 0.83 1.21 0.65 -0.20
H 1.66 0.50 0.76 0.12
H -1.74 -1.25 1.07 0.08
H 1.45 -0.87 -1.14 0.08
H 1.00 2.02 1.37 0.10
H -0.12 -1.66 -1.33 0.08
H -1.14 0.71 -1.62 0.13
H -0.76 -0.63 2.41 0.08
H 0.00 -1.56 1.11 0.07
H -1.33 1.18 0.79 0.13
H 0.54 -0.64 -2.63 0.08
```

Calculated values
Energy above the lowest of the compared OMol25 structures with the same formula, charge and spin ... 92.1 kcal/mol
HOMO level ... -8.280 eV
Orbital gap ... 8.36 eV
Net charge ... 0